The following is a quantum chemistry calculation of a cluster of 2 separate species, C10H15N4 in total in a non-equilibrium geometry, from OMol25.

Last column: Löwdin charge in e.
Cartesian coordinates (Å):
C  3.8455  1.5837  -0.2890  -0.06
C  2.8891  1.5963  0.6879  -0.10
C  3.8123  0.5236  -1.1902  -0.06
C  1.8935  0.6319  0.7812  -0.06
C  2.8120  -0.4394  -1.2286  -0.01
C  1.8217  -0.3436  -0.2089  -0.24
C  -1.4908  -2.2359  0.2844  0.05
C  -0.3486  -1.6215  0.5357  -0.20
C  -2.6222  0.2451  0.1469  -0.49
C  0.5607  -1.1142  -0.4802  -0.02
N  -1.9736  0.1396  -1.0458  0.00
N  -3.8561  -0.2019  0.1346  0.23
N  -2.0842  0.9213  1.2438  0.14
N  -0.6429  0.4547  -1.1281  0.06
H  4.5276  2.4867  -0.3716  0.14
H  2.7880  2.5425  1.3079  0.14
H  4.4535  0.3097  -1.9433  0.08
H  1.2126  0.7431  1.7578  0.16
H  2.7771  -1.3117  -1.9522  0.15
H  -2.2374  -2.4984  1.0300  0.09
H  -1.7757  -2.1442  -0.7647  0.08
H  -0.1215  -1.3283  1.5708  0.11
H  0.6563  -1.6828  -1.4025  0.13
H  -4.2234  -0.4793  -0.6541  0.07
H  -4.4441  0.1125  0.7843  0.08
H  -1.1002  0.5318  1.5048  0.11
H  -2.6874  1.0378  2.0917  0.13
H  -0.3730  1.3173  -0.5720  0.16
H  -0.3609  0.3913  -2.1148  0.15

Cartesian forces, eV/Å:
C 0.734 0.857 -0.819
C -0.875 2.058 1.338
C -1.393 -0.822 0.653
C -0.733 0.500 2.090
C -0.931 0.043 1.598
C -1.261 -1.020 -0.942
C -0.799 0.763 -1.187
C 1.598 0.599 1.295
C 3.416 1.215 -2.037
C -0.057 0.963 0.826
N -1.026 -0.222 1.276
N 3.159 0.371 2.618
N 1.301 -1.292 0.940
N -0.001 -0.522 1.139
H -0.666 -1.607 -0.049
H 0.366 -1.572 -0.412
H 2.693 0.452 -2.066
H 1.109 -0.558 -2.623
H 0.171 1.471 0.809
H 0.356 -0.132 -0.132
H -0.238 -1.169 0.149
H 0.268 -0.440 -0.264
H -0.513 0.102 -0.036
H -2.161 -1.740 -5.165
H -2.886 1.261 3.174
H -2.490 1.101 -0.547
H 0.815 -0.331 -1.210
H 0.161 -1.116 -1.076
H -0.118 0.786 0.660

Results
charge = +1
E_LUMO (spin up / spin down) = -0.1515 / -0.1515 Ha
total energy = -608.7098 Eh

The following is a quantum chemistry calculation of an isolated molecule of C10H15NO, from OMol25.

Last column: Löwdin charge in e.
Cartesian coordinates (Å):
C  2.5270  1.2534  -2.2404  -0.13
N  2.5057  0.2850  -1.1615  -0.09
C  1.3582  0.3150  -0.2773  -0.37
C  1.7289  -0.4419  0.9987  -0.04
C  0.0572  -0.2792  -0.8950  -0.31
O  -0.3665  0.4389  -2.0374  -0.02
C  -1.0387  -0.3668  0.1412  -0.20
C  -1.6137  0.7899  0.6563  -0.04
C  -2.6159  0.7162  1.6066  -0.08
C  -3.0580  -0.5161  2.0560  -0.09
C  -2.4927  -1.6733  1.5487  -0.08
C  -1.4918  -1.5982  0.5966  -0.04
H  3.4959  1.1862  -2.7346  0.07
H  1.7392  1.1114  -2.9892  0.07
H  2.4289  2.2518  -1.8124  0.08
H  2.6276  -0.6513  -1.5341  0.11
H  1.1746  1.3679  -0.0280  0.14
H  2.6759  -0.0640  1.3730  0.08
H  1.8400  -1.5030  0.7881  0.08
H  0.9666  -0.3161  1.7625  0.08
H  0.2850  -1.2834  -1.2724  0.15
H  -0.6734  1.3081  -1.7565  0.09
H  -1.2753  1.7620  0.3221  0.11
H  -3.0520  1.6238  1.9978  0.10
H  -3.8408  -0.5735  2.7977  0.10
H  -2.8351  -2.6382  1.8928  0.10
H  -1.0568  -2.5045  0.2009  0.11

Cartesian forces, eV/Å:
C -0.027 -0.047 -0.260
N 0.056 -0.154 -0.115
C -0.122 -0.440 0.039
C -0.137 0.349 -0.068
C 0.326 0.177 0.447
O -0.098 0.192 -0.260
C -0.110 -0.157 -0.152
C 0.073 -0.082 -0.039
C -0.031 0.117 0.023
C -0.056 -0.044 0.069
C -0.061 -0.068 0.080
C 0.056 0.118 -0.063
H 0.030 0.123 -0.034
H 0.088 0.104 0.054
H 0.027 0.066 -0.055
H 0.029 0.042 0.082
H -0.073 -0.022 -0.007
H 0.072 0.001 0.021
H 0.019 -0.199 -0.003
H -0.031 -0.091 0.113
H 0.018 0.054 0.142
H -0.006 -0.038 -0.048
H 0.037 0.110 -0.025
H -0.038 0.065 0.034
H -0.061 -0.006 0.055
H -0.033 -0.076 0.028
H 0.054 -0.093 -0.059

Results
structure (SMILES) = CN[C@H](C)[C@H](O)c1ccccc1
E_LUMO = 0.0327 Ha
total energy = -520.0274 Eh

The following is a quantum chemistry calculation of a cluster of 2 separate species, C10H15NO in total in a non-equilibrium geometry, from OMol25.

Last column: Löwdin charge in e.
Cartesian coordinates (Å):
C  -2.5895  -0.9082  -0.8574  -0.05
C  -1.4413  -1.6601  -0.2525  -0.29
C  -0.6140  -2.5302  -0.9736  -0.06
C  0.5128  -3.1174  -0.4311  -0.09
C  0.8372  -2.8918  0.9069  -0.09
C  0.0357  -2.0531  1.6593  -0.08
C  -1.0223  -1.3934  1.0448  -0.07
H  -3.4732  -1.4458  -0.4932  0.08
H  -2.7107  -0.9681  -1.9385  0.08
H  -2.5875  0.1035  -0.4666  0.07
H  -0.8957  -2.6502  -2.0059  0.10
H  1.2215  -3.5875  -1.0934  0.10
H  1.7209  -3.3811  1.2982  0.10
H  0.1362  -1.8673  2.7220  0.10
H  -1.6540  -0.7403  1.6383  0.11
C  1.9509  1.9780  -1.4228  -0.10
C  0.7726  2.5043  -0.5869  -0.18
C  1.0188  2.3796  0.8985  -0.56
N  0.0766  2.9969  1.6757  0.15
O  1.9239  1.7361  1.3877  0.05
H  2.3109  1.0213  -1.0287  0.08
H  2.7597  2.7078  -1.4156  0.07
H  1.6674  1.8193  -2.4588  0.07
H  0.6161  3.5240  -0.9521  0.11
H  -0.1264  1.9368  -0.8570  0.11
H  0.2364  2.9330  2.6688  0.10
H  -0.6829  3.5536  1.3337  0.09

Cartesian forces, eV/Å:
C -0.635 -1.140 0.583
C 1.819 0.046 -0.242
C -0.853 0.550 -0.276
C 0.115 0.732 0.159
C 0.159 -0.357 -0.281
C -0.497 0.254 -0.084
C -1.030 -0.240 0.367
H -0.283 0.477 0.111
H 0.585 0.242 -0.025
H -0.237 0.188 -0.252
H 0.281 -0.344 -0.380
H -0.054 -0.525 0.043
H -0.071 0.136 0.227
H 0.547 -0.119 -0.088
H 0.175 0.161 0.122
C -0.025 -0.298 0.385
C 0.596 -0.375 -1.334
C -0.583 0.191 -0.017
N 0.444 -0.212 0.466
O -0.031 0.189 -0.111
H 0.024 0.279 -0.028
H 0.139 -0.151 0.092
H -0.177 0.066 -0.121
H -0.307 0.109 0.630
H 0.011 0.055 0.280
H -0.192 0.083 -0.039
H 0.080 0.004 -0.186

Results
structure (SMILES) = Cc1ccccc1.CCC(N)=O
E_LUMO = 0.0280 Ha
total energy = -520.0493 Eh